1.
20
Properties=species:S:1:pos:R:3:forces:R:3:lowdin_charge:R:1 method="wB97M-V/def2-TZVPD" charge=0 e_homo_ev=-8.8434 smiles=CCCNCCS lumo_ev=1.01
S -3.73987 -0.69091 0.32582 -0.1 0.2 0.0 0.69
N 0.24565 -0.30095 0.98861 0.3 -0.3 0.0 -0.08
C 1.32550 0.61019 0.68587 0.7 0.1 -0.2 -0.26
C -1.08083 0.10065 0.58379 -0.1 -0.1 0.2 -0.33
C 1.24238 0.28581 -1.85155 -0.1 -0.2 0.4 -0.12
C 2.10949 0.28102 -0.58780 -0.5 0.2 -0.1 -0.25
C -2.08700 -0.93595 1.04117 -0.5 -0.1 -0.2 -0.57
H 1.83941 0.41666 -2.74797 0.1 -0.1 -0.1 0.06
H 0.50883 1.09161 -1.82487 0.0 0.1 0.0 0.06
H 2.56903 -0.70635 -0.48299 0.2 0.2 0.0 0.10
H -1.76674 -1.93262 0.75289 0.3 0.0 0.1 0.07
H 0.28527 -0.59459 1.95248 -0.2 0.1 0.1 0.11
H 2.87555 1.05927 -0.66697 0.2 -0.2 -0.1 0.10
H 1.00749 1.65677 0.61569 -0.3 0.1 0.0 0.11
H 2.04675 0.60115 1.50373 0.0 -0.1 0.2 0.11
H 0.68876 -0.65564 -1.91408 0.0 0.1 -0.1 0.07
H -2.26884 -0.92366 2.11478 0.2 0.0 0.1 0.07
H -1.34765 1.09890 0.95665 -0.1 0.0 0.0 0.12
H -3.32324 -0.58663 -0.94266 0.0 0.0 0.0 -0.15
H -1.12994 0.12527 -0.50261 0.1 0.2 -0.1 0.08



2.
20
Properties=species:S:1:pos:R:3:forces:R:3:lowdin_charge:R:1 method="wB97M-V/def2-TZVPD" charge=+1 e_homo_ev="-13.4505 / -12.8642" multiplicity=2 lumo_ev="-5.13 / -7.51"
S 1.00395 -0.68893 1.15344 0.0 1.1 -2.6 0.85
N 1.54912 2.64785 -0.91591 -0.6 -0.9 0.2 0.09
C -1.85724 1.26232 0.08302 0.5 0.0 0.1 -0.06
C -0.76196 1.90221 -0.68571 -0.4 -0.1 0.0 -0.05
C 0.51218 2.02676 -0.20622 1.6 0.4 -0.2 -0.30
C 0.15859 -3.29648 0.91124 0.1 0.4 0.4 -0.16
C 0.32796 -2.00641 0.11172 0.2 -0.6 0.1 -0.61
H 1.12517 -3.62624 1.29096 0.0 -0.1 -0.1 0.08
H -2.25856 0.41922 -0.48310 -0.2 0.0 0.0 0.10
H 0.68580 1.91286 0.85589 0.0 0.2 0.1 0.10
H -2.66807 1.96245 0.28676 -0.1 0.0 -0.2 0.10
H -0.26568 -4.08709 0.29701 0.0 0.0 0.0 0.09
H -0.95200 2.36357 -1.65085 -0.2 -0.3 -0.1 0.14
H -0.46971 -3.12335 1.78485 -0.2 -0.1 -0.1 0.08
H 1.48623 2.48126 -1.91287 0.0 0.3 -0.1 0.11
H -1.47179 0.88943 1.03342 -0.1 0.0 0.0 0.07
H 1.02882 -2.17432 -0.70740 -0.1 0.2 0.0 0.08
H -0.62036 -1.65677 -0.30497 0.0 0.0 0.1 0.07
H 0.97803 0.42374 -0.33778 -0.5 -0.9 2.3 0.14
H 2.46949 2.36794 -0.60348 0.1 0.4 0.2 0.11



3.
21
Properties=species:S:1:pos:R:3:forces:R:3:lowdin_charge:R:1 method="wB97M-V/def2-TZVPD" charge=+1 e_homo_ev="-13.4109 / -13.3111" multiplicity=2 lumo_ev="-3.16 / -7.95"
S 0.78736 -1.48544 -0.07453 -0.5 -1.2 0.8 0.68
S 1.13114 0.39019 -0.26967 -0.5 2.0 0.1 0.76
N -2.56253 -3.37193 -0.84506 0.4 -1.8 -1.5 -0.02
C -0.91021 -1.51555 -0.71738 -1.1 -1.8 -0.4 -0.47
C 1.05520 1.27836 1.29894 -2.3 -1.1 2.7 -0.52
C -1.13867 -3.00353 -1.24598 -1.6 0.7 1.8 -0.29
C 0.96590 3.46629 0.23453 -0.1 -0.5 0.1 -0.11
C 1.80787 2.49581 1.11944 2.5 2.0 -3.3 -0.39
H -0.01186 1.55347 1.79972 1.4 -0.6 -2.4 0.18
H -0.52853 -3.67475 -0.67351 0.8 -0.3 0.1 0.07
H 1.69879 4.22942 -0.11174 -1.2 -0.1 0.0 0.09
H 2.05805 2.95708 2.03335 0.2 0.5 1.2 0.10
H 2.87838 2.35638 0.55794 -2.5 0.0 1.4 0.17
H -1.57787 -1.26235 0.14490 0.6 -0.3 -0.6 0.10
H -2.51247 -4.16561 -0.14343 -0.1 1.4 -1.1 0.10
H 0.56037 2.84421 -0.63835 0.5 1.3 0.9 0.06
H 1.30026 0.75248 2.21050 1.1 -1.2 -0.2 0.09
H -3.09146 -3.80270 -1.66837 1.0 1.0 1.4 0.10
H -1.15445 -0.86372 -1.54577 0.4 0.6 0.0 0.08
H -0.81777 -3.04431 -2.28877 -0.6 -0.2 0.0 0.12
H 0.06250 3.86620 0.82322 1.5 -0.3 -1.0 0.11



4.
21
Properties=species:S:1:pos:R:3:forces:R:3:lowdin_charge:R:1 method="wB97M-V/def2-TZVPD" charge=+1 e_homo_ev="-13.2273 / -13.2141" multiplicity=2 lumo_ev="-4.57 / -8.50"
S -0.44717 0.47068 -1.74813 1.3 -0.7 0.2 0.72
S -0.19996 -1.57841 -1.50236 -1.8 1.5 -0.8 0.78
N 1.03160 3.57162 -1.01485 -0.3 -3.6 3.2 0.05
C -0.88516 -2.58713 0.80617 1.3 0.9 0.7 -0.31
C 1.56374 2.22278 -0.67916 -1.6 -0.6 0.5 -0.26
C -1.61210 -2.05397 -0.42553 2.3 -2.6 1.0 -0.44
C -0.18717 -1.47943 1.68166 -0.2 1.3 -1.7 -0.09
C 0.32718 1.28660 -0.25947 -0.4 2.0 0.7 -0.43
H -1.59869 -3.08184 1.43902 -0.3 -0.4 0.2 0.11
H 2.33116 2.26880 0.14012 -1.1 0.1 -0.4 0.14
H 0.25916 3.58041 -1.60207 -1.5 -0.2 -1.4 0.05
H 2.00986 1.62108 -1.44542 0.8 0.2 -1.1 0.07
H -0.16126 -3.32309 0.44891 0.0 -0.2 0.5 0.10
H 0.85262 -1.23487 1.52885 1.0 -1.4 -0.2 0.07
H -0.31528 -1.66693 2.71246 -0.2 -0.1 1.1 0.07
H -2.19885 -2.93329 -0.76847 0.4 0.9 -0.9 0.12
H -0.43557 -0.40906 1.44497 -1.5 -1.2 0.6 0.06
H 0.50055 0.50573 0.46095 0.6 0.1 -0.2 0.00
H -2.17879 -1.28241 -0.06262 -1.6 2.3 -0.1 0.05
H -0.38700 2.00970 0.20778 0.1 -0.8 -0.5 0.11
H 1.73112 4.09304 -1.36279 2.8 2.5 -1.5 0.03



Across the entries above, energy above the lowest of the compared OMol25 structures with the same formula, charge and spin takes the values 34.6; 202.0; 159.0; 171.1 kJ/mol, respectively.